[1]
{"formula": "C10H12F6IN3O5RuS2", "method": "ωB97M-V/def2-TZVPD", "elements": ["Ru", "F", "C", "F", "F", "S", "O", "O", "N", "S", "O", "O", "C", "F", "F", "F", "N", "C", "O", "C", "I", "H", "H", "H", "H", "C", "C", "C", "C", "C", "C", "N", "H", "H", "H", "H", "H", "H", "H", "H"], "coordinates": [[-0.058, 0.116, 0.737], [-0.382, 5.248, -0.309], [-1.048, 4.134, -0.460], [-1.891, 4.210, -1.465], [-1.731, 3.842, 0.644], [0.110, 2.652, -0.684], [-0.853, 1.521, -0.634], [0.939, 2.733, -1.818], [0.894, 2.552, 0.709], [2.129, 1.546, 0.655], [2.375, 1.019, 1.956], [1.771, 0.486, -0.309], [3.660, 2.475, 0.030], [4.065, 1.962, -1.106], [4.609, 2.377, 0.935], [3.291, 3.730, -0.122], [2.641, -2.986, 1.749], [1.489, -2.512, 1.322], [1.047, -1.434, 1.767], [0.701, -3.381, 0.361], [-0.480, -2.150, -0.996], [3.180, -2.433, 2.410], [3.012, -3.886, 1.472], [-0.020, -3.993, 0.916], [1.324, -4.034, -0.252], [-3.462, 0.282, 0.341], [-2.908, 0.401, 1.682], [-3.613, 0.696, 2.877], [-2.693, 0.662, 3.915], [-1.434, 0.353, 3.342], [-0.158, 0.165, 4.023], [-1.586, 0.197, 1.983], [-4.529, 0.488, 0.346], [-3.279, -0.716, -0.074], [-2.959, 0.970, -0.348], [-4.664, 0.909, 2.941], [-2.879, 0.825, 4.963], [-0.237, 0.426, 5.076], [0.651, 0.741, 3.551], [0.159, -0.883, 3.944]], "multiplicity": 5, "s_squared": 6.0212, "gap_ev": [7.6, 7.4], "charge": 2, "e_above_lowest_kj_mol": 30.39, "e_tot_ev": -73911.1363}


[2]
{"formula": "C4H5FO2S", "method": "ωB97M-V/def2-TZVPD", "elements": ["C", "C", "C", "C", "H", "H", "H", "H", "H", "O", "O", "F", "S"], "coordinates": [[-1.404, -0.248, -0.057], [0.008, 0.135, 0.377], [0.865, -1.037, 1.142], [0.777, -1.042, -0.287], [-1.655, 1.430, 0.112], [1.068, 1.734, -1.048], [1.666, -0.784, 1.760], [0.119, -1.804, 1.708], [0.216, -1.634, -1.002], [-2.222, 0.730, -0.399], [-1.745, -1.428, -0.042], [2.032, -0.769, -0.896], [0.660, 1.670, 0.189]], "gap_ev": 10.4, "charge": 0, "e_above_lowest_kj_mol": 194.07, "e_tot_ev": -21874.5745, "smiles": "O=C(O)[C@@]1(S)C[C@@H]1F"}


[3]
{"formula": "C25H56CaCl2F6N4O11S2", "method": "ωB97M-V/def2-TZVPD", "elements": ["Ca", "C", "F", "F", "F", "S", "O", "O", "N", "S", "O", "O", "C", "F", "F", "F", "C", "C", "C", "O", "H", "H", "H", "H", "H", "H", "H", "C", "C", "C", "C", "N", "H", "H", "H", "H", "H", "H", "H", "C", "C", "C", "C", "N", "H", "H", "H", "H", "H", "H", "H", "C", "C", "C", "C", "N", "H", "H", "H", "H", "H", "H", "H", "C", "O", "H", "H", "H", "H", "C", "O", "H", "H", "H", "H", "C", "O", "H", "H", "H", "H", "C", "O", "H", "H", "H", "H", "C", "O", "H", "H", "H", "H", "C", "O", "H", "H", "H", "H", "Cl", "C", "C", "Cl", "H", "H", "H", "H"], "coordinates": [[0.997, -0.459, -0.241], [3.854, 2.916, -0.941], [3.166, 2.747, -2.104], [4.970, 2.242, -1.034], [4.143, 4.253, -0.774], [2.819, 2.311, 0.547], [3.307, 3.009, 1.730], [1.451, 2.677, 0.241], [2.810, 0.623, 0.543], [3.937, 0.282, 1.591], [5.190, 1.077, 1.568], [3.420, 0.112, 2.910], [4.414, -1.541, 1.069], [5.017, -1.469, -0.137], [5.307, -2.001, 1.946], [3.393, -2.387, 1.004], [-2.488, -3.291, -0.274], [-0.952, -3.258, -0.383], [-0.235, -4.575, -0.701], [-0.556, -2.118, -1.076], [-2.926, -2.308, -0.097], [-2.854, -3.941, 0.521], [-2.907, -3.567, -1.242], [-0.660, -3.101, 0.655], [-0.757, -5.051, -1.531], [-0.414, -5.329, 0.065], [0.839, -4.468, -0.851], [-1.599, -1.398, 4.542], [-0.284, -1.031, 5.273], [0.987, -1.606, 4.705], [0.967, -1.451, 3.236], [0.959, -1.376, 2.054], [-1.715, -2.482, 4.513], [-1.613, -1.048, 3.510], [-2.452, -1.087, 5.145], [-0.293, -1.240, 6.343], [-0.219, 0.055, 5.218], [1.113, -2.664, 4.934], [1.864, -1.026, 4.992], [-0.106, 5.830, 1.552], [-0.398, 5.985, 3.034], [-1.239, 4.865, 3.710], [-0.693, 3.506, 3.590], [-0.275, 2.402, 3.541], [-1.065, 5.751, 1.041], [0.609, 5.008, 1.524], [0.322, 6.704, 1.062], [-0.867, 6.942, 3.265], [0.543, 6.026, 3.581], [-2.201, 4.781, 3.204], [-1.385, 5.050, 4.775], [-3.288, 3.599, -0.676], [-3.617, 4.361, 0.626], [-4.388, 5.741, 0.485], [-3.933, 6.553, -0.598], [-3.551, 7.172, -1.477], [-2.813, 2.620, -0.609], [-2.476, 4.056, -1.241], [-4.125, 3.532, -1.370], [-2.655, 4.444, 1.132], [-4.148, 3.698, 1.309], [-4.399, 6.335, 1.399], [-5.423, 5.557, 0.197], [-3.650, -1.734, -3.443], [-2.493, -0.979, -3.290], [-4.255, -1.343, -4.261], [-3.428, -2.796, -3.556], [-4.253, -1.638, -2.541], [-1.951, -1.347, -2.587], [-0.823, -3.780, -4.363], [0.227, -2.947, -3.866], [-1.271, -4.256, -3.490], [-1.496, -3.197, -4.991], [-0.364, -4.490, -5.051], [-0.088, -2.746, -2.982], [-0.710, -0.118, -5.946], [0.269, -0.375, -4.946], [-1.707, -0.479, -5.693], [-0.699, 0.943, -6.198], [-0.389, -0.629, -6.854], [0.287, -1.309, -4.724], [-2.084, 0.221, 1.013], [-0.782, 0.770, 0.969], [-2.838, 0.862, 1.470], [-2.500, -0.019, 0.035], [-1.999, -0.764, 1.473], [-0.590, 1.187, 1.812], [3.261, -1.203, -2.714], [2.542, -1.738, -1.585], [3.144, -1.922, -3.524], [2.953, -0.238, -3.117], [4.334, -1.156, -2.525], [2.704, -2.683, -1.651], [-0.237, 1.766, -2.330], [0.375, 0.501, -2.271], [-0.567, 2.014, -1.322], [0.435, 2.516, -2.747], [-1.049, 1.651, -3.048], [0.529, 0.174, -3.161], [3.085, -5.031, 3.287], [4.099, -5.656, 2.033], [3.274, -5.840, 0.732], [2.107, -7.153, 0.904], [4.583, -6.608, 2.252], [4.901, -4.927, 1.921], [3.855, -6.177, -0.126], [2.831, -4.877, 0.478]], "gap_ev": 8.5, "charge": 0, "e_tot_ev": -136774.1774}


[4]
{"formula": "C4H8S2", "method": "ωB97M-V/def2-TZVPD", "elements": ["C", "C", "C", "C", "H", "H", "H", "H", "H", "H", "H", "H", "S", "S"], "coordinates": [[0.755, -0.480, 0.770], [-0.603, -0.238, 0.142], [-1.038, -1.240, -0.940], [-1.692, -1.195, 0.460], [3.164, -0.413, 0.437], [0.913, -0.068, 1.766], [0.889, -1.562, 0.921], [-1.267, 1.879, 1.161], [-1.685, -0.862, -1.799], [-0.336, -2.069, -1.103], [-2.713, -0.827, 0.666], [-1.488, -2.144, 0.990], [2.140, 0.087, -0.244], [-1.016, 1.474, -0.108]], "gap_ev": 9.7, "charge": 0, "e_above_lowest_kj_mol": 140.07, "e_tot_ev": -25946.9621, "smiles": "SCC1(S)CC1"}


[5]
{"formula": "C12H10N4OS", "method": "ωB97M-V/def2-TZVPD", "elements": ["O", "N", "N", "N", "S", "C", "C", "C", "C", "C", "C", "C", "C", "C", "C", "N", "C", "C", "H", "H", "H", "H", "H", "H", "H", "H", "H", "H"], "coordinates": [[5.688, -1.582, -1.238], [-2.896, -0.912, -0.342], [1.252, -0.142, -0.496], [1.547, -0.972, 0.545], [3.437, -2.594, 1.753], [4.865, -1.745, -0.376], [-1.662, -1.094, 0.118], [0.067, 0.398, -0.555], [2.779, -1.443, 0.589], [-4.454, 2.457, -0.523], [-3.388, 3.181, 0.037], [-4.345, 1.037, -0.649], [-2.223, 2.529, 0.427], [-3.167, 0.418, -0.265], [-2.123, 1.140, 0.255], [3.692, -1.078, -0.374], [4.975, -2.782, 0.758], [-0.996, 0.188, 0.449], [-1.238, -2.085, 0.237], [-0.198, 0.913, -1.478], [-5.330, 2.964, -0.851], [-3.483, 4.251, 0.207], [-5.114, 0.450, -1.168], [-1.403, 3.102, 0.806], [3.444, -0.412, -1.083], [5.056, -3.808, 0.366], [5.806, -2.560, 1.388], [-0.588, 0.183, 1.463]], "gap_ev": 8.7, "charge": 0, "e_above_lowest_kj_mol": 0.00, "e_tot_ev": -31448.0795, "smiles": "O=C1CS/C(=N/N=C\\[C@@H]2C=Nc3ccccc32)N1"}